Entry 1:
Molecular formula: C51H39BrN4O4W
Method: DFT, ωB97M-V with the def2-TZVPD basis set

Last column: Löwdin charge in e.
Atoms and positions in Å:
W -0.4197 1.2968 -0.5282  1.47
Br -0.0239 3.3580 -1.9726  0.31
O -5.9595 1.4916 -1.6043  0.12
O 0.2458 0.2675 -1.8400  -0.37
O 0.0230 -0.3070 1.7093  -0.02
O -1.9726 0.5487 2.1621  0.16
N 1.5667 1.4808 0.1451  -0.05
N -2.2146 0.2281 -0.8227  -0.09
N 0.1931 -2.2335 -0.5290  0.17
N -0.4068 3.0228 0.9352  -0.09
C -0.8877 -2.5597 1.6268  -0.04
C -3.1124 -0.1862 -4.4841  -0.06
C 1.1766 0.3484 -4.0969  -0.17
C 1.0879 -1.9442 3.1202  -0.15
C 2.6743 1.8070 -5.9495  -0.07
C -4.7342 1.0355 -1.3435  -0.28
C -0.9824 0.5110 1.4797  -0.45
C 1.4363 -4.7139 -0.4416  -0.02
C 1.1097 4.6409 1.8898  -0.12
C 2.5153 0.5888 -0.1019  -0.10
C 3.8487 0.7979 0.2384  0.00
C 0.0054 5.4241 2.2708  0.04
C 3.4774 -2.7864 4.2847  -0.06
C -0.6663 0.0125 4.5053  0.02
C 2.2296 -1.1575 3.0234  -0.02
C -0.9810 -0.8847 -3.5883  -0.18
C 0.9397 0.2106 -5.4602  -0.01
C 1.1432 -3.1456 3.8241  -0.02
C -2.6340 -2.5247 -4.2297  -0.06
C 2.1920 1.2007 -3.6752  -0.07
C -3.4982 -1.5169 -4.6249  -0.07
C -3.1319 -1.1865 5.0259  -0.02
C -1.8636 0.1246 -3.9710  -0.04
C -1.3820 -2.2084 -3.7064  -0.02
C 1.6889 0.9355 -6.3806  -0.05
C 2.3330 -3.5666 4.3971  -0.05
C 0.6328 -4.2896 0.6069  0.00
C -3.7654 1.9888 -1.0232  0.02
C 0.9754 -2.6274 -1.5350  -0.25
C -1.4263 3.7618 1.3276  -0.09
C -2.5107 1.5188 -0.7782  -0.31
C 3.4210 -1.5805 3.6025  -0.05
C 1.9141 2.5931 0.8300  -0.16
C -3.0994 -0.7081 -1.1360  -0.09
C 1.6044 -3.8744 -1.5258  -0.01
C 1.2792 -1.7106 -2.7225  -0.05
C 0.0264 -3.0466 0.5196  -0.24
C -2.4061 -1.6028 3.9351  0.02
C 4.2183 1.9660 0.8508  0.04
C -1.4045 0.4311 5.5819  -0.02
C 0.3980 -0.4921 -3.0687  -0.35
C -4.3957 -0.3289 -1.3908  0.03
C 3.4851 4.1538 1.8393  0.01
C 3.2263 2.9028 1.1777  -0.11
C 2.9312 1.9334 -4.5915  -0.06
C -1.2584 4.9732 1.9979  0.00
C 2.4775 4.9889 2.1641  0.02
C -1.1532 -1.0126 3.6494  -0.12
C -0.2519 -1.5032 2.5481  -0.29
C -2.6376 -0.1714 5.8532  0.00
C 0.8436 3.4513 1.2230  -0.19
H -1.1858 -3.4174 2.2258  0.12
H 2.2136 -4.1711 -2.3729  0.13
H 1.4937 0.8166 -7.4395  0.11
H 0.1587 6.3676 2.7831  0.14
H 2.3661 -4.5043 4.9388  0.12
H 2.1947 -0.2106 2.5010  0.10
H 3.7055 2.6089 -4.2450  0.11
H 0.3018 0.4580 4.3052  0.14
H -2.1321 5.5441 2.2840  0.13
H -1.5583 1.1626 -3.8990  0.12
H 4.3055 -0.9579 3.5255  0.11
H 4.4043 -3.1146 4.7392  0.12
H 0.1754 -0.4694 -5.8153  0.12
H -1.0264 1.2121 6.2291  0.12
H -4.0236 3.0403 -1.0038  0.13
H 1.3205 -2.3217 -3.6229  0.14
H -2.7671 -1.7375 -1.1916  0.13
H 2.1949 -0.3192 -0.5863  0.10
H 2.2946 -1.3314 -2.5862  0.13
H -4.0869 -1.6484 5.2408  0.12
H -2.4106 3.3779 1.0995  0.12
H 4.5125 4.4106 2.0692  0.13
H -2.8095 -2.3789 3.2989  0.13
H 4.5791 0.0382 -0.0050  0.13
H -0.7244 -3.0167 -3.4087  0.11
H -3.7775 0.6120 -4.7962  0.12
H -3.2143 0.1456 6.7141  0.13
H 2.4051 1.3019 -2.6218  0.08
H -2.9230 -3.5644 -4.3370  0.11
H 1.9173 -5.6844 -0.4120  0.12
H 5.2574 2.1618 1.0934  0.14
H -1.7904 -2.1215 1.1978  0.12
H -6.5712 0.7813 -1.8269  0.13
H 0.2500 -3.7521 3.9437  0.13
H -4.4631 -1.7650 -5.0527  0.11
H 2.6839 5.9374 2.6471  0.13
H 3.2467 2.3810 -6.6689  0.11
H 0.4771 -4.9166 1.4774  0.12
H -5.1341 -1.0791 -1.6446  0.13

total energy = -139527.108 eV
maximum force = 2.32 eV/A
spin multiplicity = 3
lowest unoccupied orbital energy (spin up / spin down) = -5.6 / -8.4 eV
charge = +2
expectation value of S² = 2.030
energy above the lowest of the compared OMol25 structures with the same formula, charge and spin = 233.6 kJ/mol
gap between HOMO and LUMO (spin up / spin down) = 6.908 / 4.726 eV

---

Entry 2:
Molecular formula: C51H42AsNO6PPbSi
Method: DFT, ωB97M-V with the def2-TZVPD basis set

Last column: Löwdin charge in e.
Atoms and positions in Å:
Pb -2.1832 1.2487 1.0971  1.40
As 4.7778 -0.1060 1.1679  1.30
P 0.1226 -0.1006 1.3733  1.02
Si -2.1529 1.2970 -2.4948  0.38
O -1.5194 0.6875 -1.2046  -0.50
O -2.8094 -2.5171 3.5855  0.03
O -1.7718 3.2652 2.4942  -0.20
O -2.2135 -1.1140 1.9655  -0.22
O -4.3222 0.7229 7.2683  0.07
O -2.6022 4.4388 4.1977  0.02
N -2.7592 0.9982 3.4849  0.01
C 0.6029 -1.3564 -1.0143  -0.11
C -3.7753 0.7986 6.0289  -0.28
C 5.3354 -4.1286 2.4957  -0.09
C -0.5712 -0.9553 -6.2904  -0.11
C 0.6065 -1.6609 3.7790  -0.08
C -1.9185 -1.0173 -5.9782  -0.10
C -6.8603 1.3668 -2.6540  -0.11
C 0.6529 -1.7358 5.1627  -0.08
C -1.2969 5.1326 -3.9922  -0.10
C -2.6720 -1.3972 3.1113  -0.63
C 4.7446 -0.3192 -0.7861  -0.42
C 4.2396 -1.5774 -2.7757  -0.09
C 4.2235 -1.4506 -1.3999  -0.11
C 4.7839 -0.5738 -3.5591  -0.09
C 6.5042 -4.4989 1.8558  -0.10
C -6.1254 1.9597 -3.6678  -0.10
C 5.2787 0.6869 -1.5830  -0.14
C -1.5960 3.7838 -3.9141  -0.11
C -2.3949 3.4009 3.5871  -0.66
C -6.1989 0.7529 -1.6040  -0.09
C 2.8722 -0.5026 1.5372  -0.47
C 0.2648 -3.6697 -1.5370  -0.09
C -1.7250 3.1414 -2.6901  -0.21
C -0.2427 -2.8459 0.6659  -0.08
C -1.1162 5.8707 -2.8337  -0.11
C 0.2861 -0.2185 -5.4901  -0.10
C 5.2979 0.5633 -2.9611  -0.10
C -3.5467 -0.3414 5.2638  0.06
C -1.5616 0.4137 -4.0665  -0.21
C -2.9054 2.0912 4.2218  -0.18
C 6.6388 -2.3118 0.8855  -0.13
C 0.3795 -0.6221 5.9370  -0.08
C -4.0587 1.3158 -2.5848  -0.22
C -4.8158 0.7316 -1.5791  -0.11
C 4.8179 -2.8549 2.3265  -0.11
C -0.2132 0.4610 -4.3950  -0.11
C 0.1217 0.5946 5.3279  -0.07
C 0.1912 -1.5776 0.3000  -0.34
C -3.0330 -0.1941 3.9887  -0.18
C 0.3007 -0.4558 3.1633  -0.36
C 5.4503 -1.9314 1.5041  -0.41
C 1.8644 0.5575 1.1230  -0.36
C 0.0971 0.6764 3.9511  -0.11
C -2.4037 -0.3398 -4.8733  -0.09
C -0.1931 -3.8859 -0.2490  -0.08
C 7.1587 -3.5819 1.0503  -0.10
C -3.4147 2.0410 5.5093  0.07
C -1.5388 3.9015 -1.5436  -0.10
C -1.2351 5.2477 -1.6026  -0.09
C 0.6416 -2.3950 -1.9235  -0.08
C -4.7435 1.9329 -3.6262  -0.10
H 0.8051 -2.5445 3.1918  0.10
H -0.8774 6.9249 -2.8913  0.09
H -1.6240 3.4247 -0.5752  0.05
H -6.6332 2.4424 -4.4939  0.10
H 0.8366 -0.3593 -1.3471  0.09
H -1.0928 5.8042 -0.6869  0.10
H -0.6781 -3.0124 1.6374  0.09
H 3.8066 -2.2480 -0.7974  0.10
H 3.9065 -2.5887 2.8443  0.09
H 3.8292 -2.4631 -3.2384  0.10
H -6.7615 0.2853 -0.8068  0.10
H 4.8191 -4.8399 3.1252  0.10
H -0.0703 1.4772 5.9201  0.11
H 1.9827 0.8463 0.0766  0.07
H -4.5140 -0.2013 7.4776  0.11
H -0.1903 -1.4832 -7.1547  0.09
H 5.6854 1.5742 -1.1085  0.09
H -3.4577 -0.3921 -4.6326  0.10
H 0.4503 1.0480 -3.7751  0.11
H 2.6229 -1.4513 1.0519  0.06
H 6.9039 -5.4954 1.9826  0.10
H -0.5340 -4.8695 0.0409  0.10
H -1.7255 3.2143 -4.8252  0.10
H 1.9654 1.4586 1.7355  0.08
H 7.1539 -1.5952 0.2537  0.10
H 5.7157 1.3531 -3.5685  0.10
H 0.3716 -0.6977 7.0143  0.10
H 1.3427 -0.1759 -5.7246  0.09
H 8.0730 -3.8629 0.5463  0.10
H 4.8090 -0.6781 -4.6338  0.10
H 0.2976 -4.4848 -2.2465  0.10
H -0.1105 1.6211 3.4669  0.09
H -3.5369 2.9465 6.0818  0.13
H -7.9419 1.3833 -2.6850  0.09
H -4.1802 2.4020 -4.4211  0.10
H -4.3050 0.2414 -0.7604  0.06
H -2.5880 -1.5991 -6.6003  0.10
H 0.9021 -2.6708 5.6452  0.10
H -1.2018 5.6124 -4.9593  0.09
H 0.9510 -2.2072 -2.9402  0.10
H 2.7921 -0.6508 2.6173  0.05
H -3.7596 -1.3352 5.6286  0.12

total energy = -150603.125 eV
maximum force = 1.48 eV/A
spin multiplicity = 1
lowest unoccupied orbital energy = 2.3 eV
charge = -1
energy above the lowest of the compared OMol25 structures with the same formula, charge and spin = 0.0 kJ/mol
gap between HOMO and LUMO = 7.965 eV

---

Entry 3:
Molecular formula: C51H42BrN4O4SW
Method: DFT, ωB97M-V with the def2-TZVPD basis set

Last column: Löwdin charge in e.
Atoms and positions in Å:
W 0.9458 -0.2099 0.7107  1.73
Br 2.6259 1.0791 4.0294  0.91
S -3.4666 7.1550 -1.3911  1.02
O 1.2382 -2.1024 0.3100  -0.32
O -4.7222 5.2064 -2.7033  0.03
O -0.8765 -0.3967 0.0530  -0.30
O -0.5114 -1.9706 6.6139  0.11
N 5.0490 -1.0259 1.8530  0.10
N 0.8488 -0.7902 2.9256  -0.09
N 0.6260 -0.2716 -2.2457  0.07
N 3.1417 -0.3009 1.1092  -0.10
C 1.3066 -0.2508 4.0496  -0.70
C 2.4630 -1.8561 -1.8542  -0.05
C -1.5288 0.7832 -0.4469  -0.36
C -2.5546 5.7223 -0.9217  -0.54
C 0.4640 -5.6727 -2.7679  -0.07
C -1.0007 -0.6619 -3.9085  0.02
C -4.6275 0.0685 1.6761  -0.07
C 0.9045 -3.7549 -1.3639  -0.17
C 1.2286 0.5283 -1.1674  -0.16
C 1.8327 3.6600 0.7009  -0.08
C -0.5571 -2.2366 4.2246  0.03
C 1.3609 -1.3187 -2.7037  -0.16
C 0.2411 2.7006 2.3102  -0.16
C 1.9080 -2.7916 -0.7414  -0.40
C -0.6477 1.9718 0.0425  -0.32
C -2.9504 0.8055 0.0973  -0.14
C -1.2401 3.3417 -0.2582  -0.16
C -0.6055 -0.0361 -2.7358  -0.13
C 2.7117 -4.4343 0.9701  -0.03
C 4.3965 -3.3937 -0.3720  -0.04
C 5.3831 -4.0716 0.3466  -0.08
C 1.7654 2.7347 -0.2911  -0.10
C 3.6845 -5.0984 1.6957  -0.06
C -0.0971 -1.6358 5.3872  -0.30
C 5.3251 0.1287 1.1391  -0.04
C -1.3572 -4.3340 -1.9628  -0.06
C -0.3569 1.6945 1.4974  -0.17
C -0.9006 -5.4161 -2.7028  -0.08
C 5.0334 -4.9160 1.3858  -0.08
C -0.1741 -1.5740 -4.5244  -0.01
C -0.0369 -1.7828 3.0329  -0.12
C -0.9491 4.0107 -1.4416  -0.02
C 4.1270 0.5674 0.6822  -0.11
C -5.5678 0.9064 1.0943  -0.08
C 1.1112 3.6693 1.9257  -0.11
C 3.7341 -1.2489 1.8022  -0.22
C -1.6063 5.1830 -1.7826  -0.07
C -2.8019 5.0998 0.2970  -0.07
C -5.2052 1.6884 0.0053  -0.06
C -0.4611 -3.5047 -1.2948  -0.02
C 0.7544 1.7300 -0.5382  -0.26
C -3.3296 0.0159 1.1778  -0.03
C 0.8628 -0.6353 5.3013  -0.03
C -2.1440 3.9242 0.6220  -0.01
C -1.5805 0.8152 -1.9920  0.00
C 0.9928 -1.9394 -3.8783  0.01
C 3.0534 -3.5619 -0.0672  -0.18
C -3.9110 1.6342 -0.4880  -0.03
C -5.6893 7.3631 -3.0200  -0.07
C -4.6855 6.3798 -2.4578  -0.74
C 1.3593 -4.8471 -2.1007  -0.03
H -3.5323 5.5222 0.9758  0.11
H -5.8181 7.1615 -4.0818  0.09
H -0.0304 2.6863 3.3633  0.11
H -0.4664 -2.0449 -5.4542  0.12
H 4.7073 -2.7229 -1.1615  0.11
H 6.4251 -3.9350 0.0830  0.11
H -6.5782 0.9463 1.4808  0.10
H -1.9833 -0.4299 -4.2979  0.13
H -0.3494 -2.2493 2.1052  0.11
H -1.1177 1.1119 2.0071  0.10
H 3.8863 1.4301 0.0895  0.09
H -1.3920 5.6796 -2.7206  0.11
H -2.6079 -0.6584 1.6191  0.10
H -1.6006 -6.0610 -3.2186  0.10
H -0.8239 -2.6508 -0.7362  0.10
H -6.6450 7.1950 -2.5218  0.09
H -2.3667 3.4338 1.5634  0.13
H -1.5184 1.8488 -2.3357  0.13
H 0.8306 -6.5216 -3.3316  0.11
H -1.1734 -2.6719 6.5797  0.13
H 1.3956 4.4131 2.6608  0.10
H -3.6590 2.2693 -1.3303  0.12
H 2.4216 -5.0644 -2.1519  0.12
H 5.7966 -5.4469 1.9410  0.11
H 1.6108 -2.7489 -4.2419  0.13
H 3.3978 -5.7725 2.4935  0.11
H 1.2572 -0.1703 6.1925  0.12
H 3.0564 -1.0575 -1.4163  0.10
H -0.1960 3.6131 -2.1151  0.12
H -5.9267 2.3454 -0.4644  0.11
H -2.5571 0.4609 -2.3185  0.13
H -2.4194 -4.1295 -1.9027  0.11
H 1.6637 -4.5843 1.2040  0.13
H 3.0997 -2.4583 -2.5007  0.13
H 5.7146 -1.6367 2.2966  0.16
H 2.5533 2.7575 -1.0365  0.11
H -5.3908 8.3998 -2.8692  0.06
H -4.9083 -0.5558 2.5157  0.10
H 2.6164 4.4048 0.5994  0.11
H 3.2512 -2.1054 2.2428  0.14
H -1.2835 -3.0390 4.2279  0.13
H 6.3241 0.5099 1.0220  0.12

total energy = -150416.375 eV
maximum force = 3.31 eV/A
spin multiplicity = 1
lowest unoccupied orbital energy (spin up / spin down) = -3.1 / -2.4 eV
charge = +1
energy above the lowest of the compared OMol25 structures with the same formula, charge and spin = 304.1 kJ/mol
gap between HOMO and LUMO (spin up / spin down) = 6.274 / 6.583 eV

---

Entry 4:
Molecular formula: C51H42IrN12O2
Method: DFT, ωB97M-V with the def2-TZVPD basis set

Last column: Löwdin charge in e.
Atoms and positions in Å:
Ir 0.4281 -0.1173 -0.1088  1.55
O -0.6279 -1.3589 1.6916  -0.12
O -2.0470 -3.5206 3.9394  -0.08
N 0.2059 -1.5429 -1.4732  -0.06
N 3.9484 1.3110 -1.4352  -0.14
N 1.7123 0.9948 -1.9321  0.09
N 3.3787 0.2960 -3.4468  -0.16
N 2.5673 0.4328 2.4350  0.20
N 1.9886 -1.1086 0.6554  -0.01
N 0.7724 1.3702 1.1558  -0.05
N -1.4933 -0.5494 -2.8311  0.21
N 0.2077 -1.9568 4.3780  0.14
N -0.7567 2.9968 0.2883  0.22
N 2.0093 -3.0021 -0.8545  0.22
N -1.0434 0.9742 -1.0044  -0.02
C -1.6566 2.9349 -2.0085  -0.11
C 2.4303 -0.4897 -4.2153  -0.04
C 4.3953 0.9249 -4.2809  -0.05
C -2.2967 4.5059 -3.6729  -0.06
C -1.0476 -4.6003 -4.6952  -0.05
C 6.0588 -2.4005 2.3530  -0.06
C 2.7920 -0.6311 1.6406  -0.28
C -0.9125 -3.8698 3.2953  -0.22
C -4.1219 -0.6079 2.1076  -0.06
C -1.4733 0.6719 -2.2600  -0.27
C -2.3224 2.1426 -4.2138  -0.01
C 0.3656 -3.5521 -2.5780  -0.10
C -0.7179 -2.8511 -3.1281  -0.10
C 3.9656 -1.4696 1.7238  -0.14
C 2.5394 -2.2325 0.1085  -0.26
C 5.2753 0.7292 -1.3871  -0.05
C 0.0149 4.4821 2.9291  0.01
C 0.4056 -5.3276 1.8962  -0.06
C 4.7735 -3.4625 0.5892  -0.01
C -2.9589 -1.0062 1.5179  -0.01
C 0.2281 -3.0764 3.5086  -0.16
C 1.5427 -4.5806 2.1562  -0.07
C -0.7622 -1.0702 4.5434  0.00
C -3.0261 -0.3011 4.2156  -0.04
C 0.9418 -2.7073 -1.5327  -0.27
C -3.1009 -4.4713 3.9791  -0.05
C -0.7672 -1.5533 -2.4513  -0.27
C -1.8830 1.8853 -2.9224  -0.11
C 1.6499 4.1996 4.6936  -0.06
C -1.8668 4.2563 -2.3801  0.00
C 5.0932 -1.4229 2.5327  -0.01
C 1.4273 2.5129 3.0376  -0.10
C 0.6379 4.9383 4.0840  -0.05
C 2.0599 2.9779 4.1752  0.00
C 3.6597 2.2674 -0.3817  -0.04
C 0.4223 3.2670 2.4135  -0.09
C -1.1191 2.3280 -0.8186  -0.25
C -1.4424 -3.3700 -4.1843  0.01
C -1.7353 -1.1081 2.2509  -0.37
C -1.8222 -0.8263 3.6721  -0.15
C 0.7678 -4.7679 -3.0983  0.00
C 1.4427 -3.4631 2.9644  -0.01
C 3.8045 -2.4827 0.7567  -0.14
C 2.9688 0.8780 -2.2697  -0.43
C -4.1594 -0.2157 3.4681  -0.09
C 0.0395 2.5459 1.2011  -0.25
C -2.5225 3.4637 -4.5790  -0.07
C -0.8084 -4.9811 2.4662  0.00
C 1.6407 1.3206 2.2159  -0.29
C 5.9004 -3.4066 1.3940  -0.06
C 0.0456 -5.2831 -4.1666  -0.06
H -5.0829 0.1376 3.9054  0.10
H 5.4993 0.4271 -0.3604  0.09
H 0.3379 5.8845 4.5138  0.11
H 2.3232 -2.8736 3.1861  0.11
H 5.3295 -0.1526 -2.0199  0.09
H -3.0450 -0.0330 5.2667  0.12
H -1.5945 -5.0338 -5.5219  0.11
H 6.9525 -2.3861 2.9630  0.11
H -3.5718 -4.5840 3.0004  0.10
H 0.4655 -6.2005 1.2596  0.11
H 2.8570 2.4108 4.6384  0.12
H 3.6844 1.7921 0.6024  0.07
H 1.0997 0.8372 -2.7232  0.04
H -2.7444 -5.4418 4.3305  0.10
H -3.8330 -4.0777 4.6786  0.10
H 6.0384 1.4482 -1.6978  0.09
H 2.6752 2.6937 -0.5467  0.08
H 3.9207 1.4600 -5.1107  0.10
H 2.4991 -4.8647 1.7389  0.10
H 5.2088 -0.6461 3.2777  0.12
H -1.6771 -5.5943 2.2731  0.11
H 4.9821 1.6396 -3.7143  0.08
H -2.9241 -1.2659 0.4660  0.11
H 1.8178 0.1338 -4.8786  0.10
H 1.6235 -5.2868 -2.6869  0.12
H 6.6743 -4.1547 1.2829  0.11
H 2.9906 -1.1982 -4.8253  0.10
H 4.4106 3.0609 -0.3983  0.10
H 4.6534 -4.2435 -0.1508  0.12
H -1.6775 5.0635 -1.6845  0.12
H 0.3382 -6.2311 -4.5986  0.11
H 2.1289 4.5920 5.5808  0.11
H -0.7203 -0.5081 5.4729  0.15
H -0.7581 5.0566 2.4359  0.12
H 1.0175 -1.8718 4.9734  0.16
H 1.7771 -1.0540 -3.5542  0.07
H -2.8542 3.6959 -5.5822  0.11
H -5.0355 -0.5716 1.5272  0.11
H -2.4542 5.5271 -3.9938  0.11
H -2.4880 1.3328 -4.9129  0.12
H -2.2838 -2.8289 -4.5965  0.12
H 5.0557 0.1645 -4.7008  0.10

total energy = -78380.311 eV
maximum force = 0.76 eV/A
spin multiplicity = 5
lowest unoccupied orbital energy (spin up / spin down) = -3.3 / -4.6 eV
charge = +1
expectation value of S² = 6.050
gap between HOMO and LUMO (spin up / spin down) = 4.788 / 5.332 eV

---

Question: Among the records above, which one has the highest maximum force?
Answer: C51H42BrN4O4SW

---

Question: Look up the total energy of the fourth one.
Answer: -78380.311 eV